The following is a DFT calculation (ωB97M-V/def2-TZVPD) of a cluster of 9 separate species, C24H33F3N6O12 in total in a non-equilibrium geometry.

## Properties
SMILES string = C[N+](=O)[O-].C[N+](=O)[O-].C[N+](=O)[O-].C[N+](=O)[O-].C[N+](=O)[O-].C[N+](=O)[O-].Fc1ccccc1.Fc1ccccc1.Fc1ccccc1
total energy = -2464.695283 Ha
strongest force on any atom = 0.0681 Eh/bohr
LUMO energy = -0.00195 hartree

Last columns: bonded neighbours and bond lengths (Å).
Atoms and positions in Å:
1 C -1.093 -3.639 -1.110  N2 1.462, H5 1.120, H6 1.128, H7 1.085
2 N -0.692 -3.818 0.284  C1 1.462, O3 1.219, O4 1.217
3 O -1.482 -3.275 1.037  N2 1.219
4 O 0.364 -4.383 0.498  N2 1.217
5 H -2.145 -4.008 -1.214  C1 1.120
6 H -0.500 -4.342 -1.764  C1 1.128
7 H -1.092 -2.568 -1.283  C1 1.085
8 C 1.761 0.712 -1.993  N9 1.508, H12 1.071, H13 1.103, H14 1.093
9 N 2.009 1.683 -3.119  C8 1.508, O10 1.201, O11 1.228
10 O 1.817 1.331 -4.252  N9 1.201
11 O 2.458 2.770 -2.763  N9 1.228
12 H 1.475 1.270 -1.125  C8 1.071
13 H 2.718 0.240 -1.714  C8 1.103
14 H 1.016 -0.067 -2.175  C8 1.093
15 C 0.011 5.253 -3.112  N16 1.537, H19 1.107, H20 1.065, H21 1.070
16 N -0.444 3.973 -2.392  C15 1.537, O17 1.187, O18 1.218
17 O -1.283 3.337 -2.941  N16 1.187
18 O 0.035 3.721 -1.301  N16 1.218
19 H 0.290 5.856 -2.227  C15 1.107
20 H -0.871 5.646 -3.562  C15 1.065
21 H 0.818 4.909 -3.723  C15 1.070
22 C -1.157 0.042 2.557  N23 1.567, H26 1.058, H27 1.093, H28 1.073
23 N -2.000 0.019 1.235  C22 1.567, O24 1.197, O25 1.194
24 O -1.456 -0.559 0.339  N23 1.197
25 O -3.081 0.524 1.247  N23 1.194
26 H -1.884 0.299 3.281  C22 1.058
27 H -0.449 0.858 2.390  C22 1.093
28 H -0.646 -0.900 2.502  C22 1.073
29 C 2.644 3.538 1.262  N30 1.518, H33 1.086, H34 1.088, H35 1.075
30 N 2.460 2.219 1.990  C29 1.518, O31 1.210, O32 1.204
31 O 1.503 1.558 1.657  N30 1.210
32 O 3.283 1.926 2.819  N30 1.204
33 H 1.976 3.395 0.418  C29 1.086
34 H 3.691 3.587 0.967  C29 1.088
35 H 2.275 4.275 1.953  C29 1.075
36 C -1.822 3.729 1.105  N37 1.521, H40 1.074, H41 1.102, H42 1.076
37 N -1.327 5.125 0.760  C36 1.521, O38 1.196, O39 1.250
38 O -1.901 5.769 -0.068  N37 1.196
39 O -0.361 5.483 1.466  N37 1.250
40 H -1.025 3.270 1.661  C36 1.074
41 H -2.019 3.153 0.187  C36 1.102
42 H -2.781 3.776 1.590  C36 1.076
43 F -5.310 -1.689 -5.269  C44 1.340
44 C -4.240 -1.221 -4.612  F43 1.340, C45 1.361, C49 1.365
45 C -2.955 -1.420 -5.012  C44 1.361, C46 1.400, H50 1.121
46 C -1.823 -0.935 -4.346  C45 1.400, C47 1.375, H51 1.090
47 C -2.085 -0.206 -3.210  C46 1.375, C48 1.390, H52 1.126
48 C -3.388 -0.120 -2.735  C47 1.390, C49 1.365, H53 1.119
49 C -4.450 -0.696 -3.370  C44 1.365, C48 1.365, H54 1.095
50 H -2.893 -1.753 -6.081  C45 1.121
51 H -0.844 -1.057 -4.808  C46 1.090
52 H -1.287 0.350 -2.642  C47 1.126
53 H -3.636 0.373 -1.761  C48 1.119
54 H -5.394 -0.676 -2.816  C49 1.095
55 F -0.663 4.028 4.708  C56 1.355
56 C -0.821 2.819 5.299  F55 1.355, C57 1.421, C61 1.367
57 C -2.153 2.424 5.591  C56 1.421, C58 1.402, H62 1.062
58 C -2.407 1.133 6.075  C57 1.402, C59 1.378, H63 1.138
59 C -1.388 0.207 6.113  C58 1.378, C60 1.399, H64 1.085
60 C -0.083 0.635 5.845  C59 1.399, C61 1.425, H65 1.062
61 C 0.227 1.945 5.376  C56 1.367, C60 1.425, H66 1.134
62 H -2.862 3.214 5.571  C57 1.062
63 H -3.477 0.851 6.344  C58 1.138
64 H -1.616 -0.827 6.352  C59 1.085
65 H 0.711 -0.034 6.066  C60 1.062
66 H 1.319 2.159 5.159  C61 1.134
67 F 3.339 -6.062 -3.616  C68 1.324
68 C 3.714 -6.110 -2.347  F67 1.324, C69 1.378, C73 1.407
69 C 4.434 -5.086 -1.771  C68 1.378, C70 1.401, H74 1.079
70 C 4.936 -5.239 -0.472  C69 1.401, C71 1.360, H75 1.104
71 C 4.685 -6.400 0.188  C70 1.360, C72 1.340, H76 1.075
72 C 4.043 -7.430 -0.381  C71 1.340, C73 1.389, H77 1.105
73 C 3.534 -7.329 -1.668  C68 1.407, C72 1.389, H78 1.092
74 H 4.550 -4.218 -2.403  C69 1.079
75 H 5.502 -4.408 -0.015  C70 1.104
76 H 4.890 -6.446 1.242  C71 1.075
77 H 3.863 -8.361 0.187  C72 1.105
78 H 2.934 -8.106 -2.146  C73 1.092

From a Löwdin analysis of the wavefunction, the atomic charges in e read:
1 C 0.02
2 N -0.45
3 O 0.04
4 O 0.07
5 H 0.12
6 H 0.11
7 H 0.08
8 C 0.05
9 N -0.43
10 O 0.09
11 O 0.03
12 H 0.06
13 H 0.11
14 H 0.09
15 C 0.09
16 N -0.43
17 O 0.09
18 O 0.01
19 H 0.11
20 H 0.09
21 H 0.09
22 C 0.09
23 N -0.43
24 O 0.04
25 O 0.07
26 H 0.07
27 H 0.06
28 H 0.09
29 C 0.08
30 N -0.44
31 O 0.03
32 O 0.07
33 H 0.07
34 H 0.10
35 H 0.09
36 C 0.04
37 N -0.42
38 O 0.08
39 O 0.03
40 H 0.07
41 H 0.09
42 H 0.10
43 F 0.07
44 C -0.31
45 C -0.04
46 C -0.08
47 C -0.11
48 C -0.09
49 C -0.03
50 H 0.13
51 H 0.11
52 H 0.10
53 H 0.12
54 H 0.13
55 F 0.04
56 C -0.28
57 C -0.01
58 C -0.10
59 C -0.12
60 C -0.07
61 C -0.02
62 H 0.10
63 H 0.13
64 H 0.11
65 H 0.09
66 H 0.14
67 F 0.07
68 C -0.31
69 C -0.02
70 C -0.08
71 C -0.14
72 C -0.10
73 C 0.00
74 H 0.11
75 H 0.12
76 H 0.11
77 H 0.12
78 H 0.12